# 1
{
  "formula": "C13H18FNO2",
  "method": "wB97M-V/def2-TZVPD",
  "lumo_ev": 0.7052,
  "homo_lumo_gap_ev": 9.6,
  "energy_ev": -22074.1252,
  "fmax_ev_per_a": 2.139,
  "e_above_lowest_ev": 1.809,
  "symbols": ["C", "C", "C", "C", "C", "O", "O", "H", "H", "H", "H", "H", "H", "H", "C", "C", "N", "F", "C", "C", "C", "C", "C", "C", "H", "H", "H", "H", "H", "H", "H", "H", "H", "H", "H"],
  "xyz": [[-2.8092, -1.8853, 2.4902], [-1.6838, -1.3116, 3.3027], [-0.4233, -1.6152, 2.4679], [0.9987, -1.0255, 2.6645], [2.1345, -1.8727, 2.1325], [1.1798, 0.0769, 3.1330], [-1.6117, -0.7321, 4.3382], [-2.3926, -2.6915, 1.8715], [-3.6556, -2.2783, 3.0259], [-3.1559, -1.1330, 1.7912], [-0.4059, -2.7323, 2.4641], [1.7200, -2.7629, 1.6222], [2.7382, -1.2239, 1.4689], [2.7643, -2.0785, 3.0227], [-1.3279, 1.4046, -1.7841], [0.0096, 1.6548, -2.4028], [1.0257, 0.9305, -1.9847], [-0.7655, -1.0859, 1.2659], [2.2584, 1.3831, -2.1064], [3.2141, 0.7692, -1.1192], [2.5635, 2.3559, -3.0849], [1.4872, 2.9409, -3.7991], [1.7075, 3.8410, -4.9896], [0.1977, 2.6514, -3.3714], [-2.1114, 1.9534, -2.3227], [-1.5670, 0.3385, -1.7106], [-1.2992, 1.6856, -0.7195], [4.2566, 1.0647, -1.2652], [2.8889, 1.0153, -0.0879], [3.1316, -0.3311, -1.0841], [3.6071, 2.6370, -3.2217], [0.7175, 4.1602, -5.3471], [2.3001, 4.7265, -4.7176], [2.2288, 3.2973, -5.7933], [-0.6843, 3.1816, -3.7447]]
}


# 2
{
  "formula": "C13H23ClNO4PV",
  "method": "wB97M-V/def2-TZVPD",
  "lumo_ev": [-10.0461, -10.0517],
  "homo_lumo_gap_ev": [4.1, 4.1],
  "energy_ev": -71000.8770,
  "s2": 0.75,
  "spin_multiplicity": 2,
  "charge": 2,
  "fmax_ev_per_a": 3.688,
  "e_above_lowest_ev": 3.052,
  "symbols": ["C", "C", "C", "C", "C", "C", "C", "C", "N", "V", "C", "P", "H", "H", "H", "H", "H", "H", "H", "H", "C", "C", "H", "C", "C", "H", "H", "H", "H", "H", "H", "H", "H", "H", "H", "H", "H", "H", "H", "O", "Cl", "O", "O", "O"],
  "xyz": [[-2.6671, 0.1377, -3.9457], [-2.3212, -1.0774, -3.3664], [-1.4428, -1.1654, -2.2599], [-0.9818, 0.0457, -1.7039], [-1.2874, 1.2698, -2.2918], [-2.1492, 1.3142, -3.4128], [-1.2394, -2.5254, -1.6321], [-0.1547, -3.6021, -2.0722], [1.1018, -3.1970, -2.6160], [-0.4404, 0.4653, 0.4348], [-0.7908, 2.6145, -1.7303], [0.3855, 2.5032, -0.3226], [-2.7795, -1.9882, -3.7401], [-2.4342, 2.2785, -3.8246], [-3.3651, 0.1764, -4.7882], [-1.6176, 3.2352, -1.3547], [-0.2467, 3.2021, -2.4863], [-1.1343, -2.3918, -0.5446], [-2.1750, -3.0795, -1.7741], [0.0969, -4.1597, -1.1574], [1.1231, 4.0082, 0.3146], [1.7175, 1.5596, -1.1439], [-0.6322, -4.3221, -2.7410], [1.1993, -2.3233, -3.7597], [2.2914, -3.3444, -1.7940], [-0.6068, 2.0965, 1.4287], [1.4834, -2.8646, -4.6696], [0.2692, -1.7866, -3.9499], [1.9748, -1.5651, -3.5738], [2.8481, -4.2558, -2.0452], [2.9507, -2.4748, -1.9401], [2.0116, -3.3985, -0.7377], [2.6683, 1.8004, -0.6428], [1.5269, 0.4657, -1.0934], [1.7684, 1.8759, -2.2001], [0.7390, 4.8902, -0.2072], [0.8254, 4.0237, 1.3671], [2.2175, 3.9559, 0.2496], [-0.4419, 1.5225, 2.0207], [-0.1331, 2.2355, 3.5279], [0.0320, 1.1503, 4.5742], [1.2485, 1.5385, 5.3410], [-1.1717, 1.2143, 5.4316], [-0.2664, -0.0573, 1.9864]]
}


# 3
{
  "formula": "C20H24N2OS",
  "method": "wB97M-V/def2-TZVPD",
  "lumo_ev": 0.6356,
  "homo_lumo_gap_ev": 8.3,
  "energy_ev": -36992.8611,
  "fmax_ev_per_a": 0.864,
  "e_above_lowest_ev": 0.376,
  "symbols": ["C", "H", "O", "C", "C", "C", "C", "C", "C", "H", "H", "N", "C", "N", "C", "C", "C", "C", "C", "H", "H", "H", "H", "C", "C", "C", "C", "C", "C", "C", "H", "H", "H", "H", "H", "H", "H", "H", "H", "H", "H", "H", "S", "H", "H", "H", "H", "H"],
  "xyz": [[-7.4657, -2.1572, 0.0934], [-7.8233, -1.3602, 0.7537], [-6.5016, -1.6845, -0.8135], [-5.3492, -1.1496, -0.3174], [-5.0269, -1.0578, 1.0313], [-3.8241, -0.4926, 1.4159], [-2.9232, -0.0076, 0.4752], [-3.2386, -0.1211, -0.8770], [-4.4370, -0.6781, -1.2624], [-4.6912, -0.7646, -2.3065], [-2.5481, 0.2315, -1.6241], [-1.7016, 0.5012, 0.9291], [-0.9337, 1.4876, 0.3782], [0.2864, 1.6705, 0.9558], [1.1467, 2.7380, 0.4867], [2.0949, 2.2366, -0.6011], [2.9327, 1.0695, -0.0772], [1.9996, -0.0064, 0.4795], [1.0575, 0.5861, 1.5324], [0.4099, -0.1997, 1.9213], [1.6402, 0.9944, 2.3653], [1.3985, -0.4222, -0.3328], [2.5797, -0.8159, 0.9256], [3.8366, 0.5036, -1.1839], [4.7401, -0.5755, -0.6602], [4.4556, -1.9173, -0.8785], [5.2751, -2.9068, -0.3641], [6.3921, -2.5668, 0.3789], [6.6864, -1.2321, 0.6012], [5.8657, -0.2457, 0.0852], [6.1033, 0.7949, 0.2567], [7.5596, -0.9597, 1.1762], [7.0329, -3.3380, 0.7801], [5.0412, -3.9460, -0.5447], [3.5864, -2.1898, -1.4603], [3.2112, 0.1099, -1.9874], [4.4382, 1.3194, -1.5910], [3.5693, 1.4307, 0.7396], [2.7394, 3.0543, -0.9258], [1.5001, 1.9121, -1.4571], [0.5197, 3.5433, 0.1032], [1.7168, 3.1048, 1.3464], [-1.4860, 2.4686, -0.8340], [-1.4971, 0.2650, 1.8911], [-3.5853, -0.4277, 2.4691], [-5.6985, -1.4189, 1.7940], [-7.0790, -2.9842, 0.6988], [-8.2934, -2.5164, -0.5163]]
}


# 4
{
  "formula": "C3H5NO2",
  "method": "wB97M-V/def2-TZVPD",
  "lumo_ev": 0.9008,
  "homo_lumo_gap_ev": 11.2,
  "energy_ev": -8774.6996,
  "fmax_ev_per_a": 3.771,
  "e_above_lowest_ev": 2.995,
  "symbols": ["C", "C", "C", "H", "H", "H", "H", "H", "N", "O", "O"],
  "xyz": [[1.7866, -1.6224, -1.3599], [1.2856, -0.8157, -0.2197], [-1.3369, 1.0688, 1.0281], [1.7639, -2.6818, -0.9091], [1.0693, -1.6656, -2.2584], [2.8070, -1.3663, -1.6157], [1.9018, -0.6290, 0.6576], [-1.4261, 1.2345, 2.1883], [0.0728, -0.3115, -0.3486], [-0.2063, 0.3801, 0.8878], [-1.9233, 1.5579, 0.0730]]
}


# 5
{
  "formula": "C9H13BF4OSSbSe4Tc",
  "method": "wB97M-V/def2-TZVPD",
  "lumo_ev": [-9.7148, -9.5808],
  "homo_lumo_gap_ev": [4.1, 4.3],
  "energy_ev": -304081.8404,
  "charge": 2,
  "fmax_ev_per_a": 2.681,
  "e_above_lowest_ev": 2.384,
  "symbols": ["Tc", "C", "C", "C", "C", "C", "H", "H", "H", "H", "H", "Se", "Sb", "Se", "Se", "Se", "O", "S", "C", "C", "C", "C", "H", "H", "H", "H", "H", "H", "H", "H", "F", "B", "F", "F", "F"],
  "xyz": [[-7.1110, -12.0873, 3.1448], [-5.2025, -12.8882, 4.4578], [-4.9489, -12.0088, 3.3966], [-5.3061, -12.6693, 2.1808], [-5.8978, -13.9245, 2.5514], [-5.8444, -14.0537, 3.9213], [-4.9849, -12.6210, 5.4390], [-4.4044, -11.1015, 3.3255], [-5.1036, -12.4885, 1.1254], [-6.2249, -14.5524, 1.7838], [-6.0312, -14.9281, 4.5815], [-4.3439, -8.1518, -3.6787], [-5.8876, -6.9204, -2.5264], [-7.6153, -10.0654, 2.5773], [-8.6176, -12.6757, 0.9966], [-7.4697, -12.1678, -0.7897], [-8.5493, -12.9568, 4.3839], [-9.6420, -13.8512, 3.6802], [-9.7948, -15.3744, 4.6653], [-11.2563, -15.5947, 4.9182], [-11.7659, -14.2354, 5.3305], [-11.2388, -13.1964, 4.2877], [-9.3184, -15.1465, 5.6357], [-9.2246, -16.1331, 4.1168], [-11.4539, -16.3460, 5.7225], [-11.8594, -16.0530, 4.0477], [-11.3347, -13.8779, 6.2763], [-12.9199, -14.1214, 5.4801], [-11.0239, -12.1852, 4.6426], [-11.9207, -13.0939, 3.4209], [-6.4172, -8.0115, -0.8870], [-5.1589, -8.7464, 0.2424], [-4.2296, -7.9860, -0.3673], [-5.5536, -8.4251, 1.4700], [-5.2922, -10.0483, 0.0119]]
}


# 6
{
  "formula": "C4H13N2O",
  "method": "wB97M-V/def2-TZVPD",
  "lumo_ev": -3.1739,
  "homo_lumo_gap_ev": 11.7,
  "energy_ev": -9380.5828,
  "charge": 1,
  "fmax_ev_per_a": 1.518,
  "e_above_lowest_ev": 1.001,
  "symbols": ["C", "C", "C", "N", "C", "N", "H", "H", "H", "H", "H", "H", "H", "H", "H", "H", "H", "H", "H", "O"],
  "xyz": [[0.4886, -1.6000, 2.1074], [0.0593, -2.3190, 0.8372], [-0.0998, -1.4156, -0.3823], [-0.8773, -0.1623, -0.0865], [-0.4561, 1.0172, -0.4734], [-0.9015, 2.1253, 0.0768], [0.1135, -2.0991, 2.9974], [1.5702, -1.5824, 2.2480], [0.1064, -0.5860, 2.1963], [0.8784, -2.9694, 0.4905], [-0.7237, -3.0655, 0.9523], [0.8785, -1.0870, -0.7290], [-0.6024, -1.8523, -1.2044], [-1.5482, -0.1566, 0.6653], [0.2998, 1.1310, -1.2434], [-0.7211, 2.9974, -0.4040], [-1.6774, 2.1790, 0.7182], [1.6804, 2.6601, -3.0405], [0.6363, 3.7711, -3.1284], [0.8963, 3.0140, -2.5976]]
}


# 7
{
  "formula": "C6H11NO2",
  "method": "wB97M-V/def2-TZVPD",
  "lumo_ev": [0.3354, 0.3373],
  "homo_lumo_gap_ev": [7.8, 7.8],
  "energy_ev": -11980.5536,
  "fmax_ev_per_a": 0.564,
  "e_above_lowest_ev": 5.715,
  "symbols": ["C", "C", "C", "C", "C", "C", "O", "O", "N", "H", "H", "H", "H", "H", "H", "H", "H", "H", "H", "H"],
  "xyz": [[-1.3153, -1.3515, -0.5606], [1.6689, -0.9259, 0.6753], [1.1098, 2.1972, -0.2311], [0.4120, -0.1367, 0.6888], [-0.9498, 0.7984, -0.8308], [0.1630, 1.0326, -0.0997], [-0.3078, -0.3965, 1.8154], [-1.0226, -2.4823, 0.2100], [-1.5882, 1.0816, -1.8613], [-1.0448, 0.2339, 1.8365], [-1.2254, -2.2899, 1.1347], [-2.5695, 0.8154, -1.9037], [-0.9618, -1.5232, -1.5707], [-2.3774, -1.0937, -0.5198], [2.2818, -0.6760, -0.1874], [1.3885, -1.9830, 0.6248], [2.2390, -0.7797, 1.5978], [0.8561, 2.7964, -1.1051], [2.1348, 1.8337, -0.3609], [1.1086, 2.8492, 0.6478]]
}


# 8
{
  "formula": "C4H7NO",
  "method": "wB97M-V/def2-TZVPD",
  "lumo_ev": 0.8088,
  "homo_lumo_gap_ev": 10.4,
  "energy_ev": -7796.7278,
  "fmax_ev_per_a": 3.398,
  "e_above_lowest_ev": 2.917,
  "symbols": ["C", "C", "C", "C", "N", "O", "H", "H", "H", "H", "H", "H", "H"],
  "xyz": [[1.8015, 0.7977, 0.4497], [0.5262, 0.0883, 0.2282], [0.2976, -0.2604, -1.2474], [-0.3275, -0.3149, 1.4237], [0.8542, 1.7982, 0.3102], [2.9873, 0.7572, 0.5416], [1.1985, -0.3698, -1.8929], [-0.3745, 0.4809, -1.7054], [-0.3230, -1.2519, -1.4392], [-1.1180, 0.3705, 1.6703], [0.4916, -0.4725, 2.2490], [-0.7147, -1.3006, 1.0408], [0.7321, 2.3293, -0.5260]]
}


# 9
{
  "formula": "CH2F2N2",
  "method": "wB97M-V/def2-TZVPD",
  "lumo_ev": [-0.0483, 0.1905],
  "homo_lumo_gap_ev": [8.1, 9.6],
  "energy_ev": -9477.8753,
  "fmax_ev_per_a": 2.401,
  "e_above_lowest_ev": 5.741,
  "symbols": ["C", "N", "N", "F", "F", "H", "H"],
  "xyz": [[0.9170, 0.2403, 0.1132], [1.4111, -0.4943, 0.9184], [-1.1583, -0.2110, -0.9054], [-1.4968, 1.0610, -1.2949], [-1.8831, -0.3894, 0.2598], [1.1710, 1.1487, -0.3805], [1.0391, -1.3553, 1.2894]]
}